# 1
{"formula": "H2N6O", "method": "ωB97M-V/def2-TZVPD", "fmax_ev_per_a": 5.53, "relative_energy_kj_mol": 257.16, "e_homo_ev": [-9.662, -9.664], "total_energy_ev": -11012.6986, "species": ["N", "N", "N", "N", "N", "N", "O", "H", "H"], "coordinates": [[-0.933, -0.437, -3.041], [-1.045, -0.740, -1.995], [0.980, 0.463, 0.983], [2.119, 0.862, 0.941], [-1.130, -1.191, -0.898], [-0.085, 0.718, 1.363], [-1.205, 0.577, 1.118], [2.816, 0.385, 1.587], [-1.515, -0.636, -0.059]]}

# 2
{"formula": "C6H10FN4", "method": "ωB97M-V/def2-TZVPD", "spin_multiplicity": 3, "fmax_ev_per_a": 5.34, "e_homo_ev": [-10.549, -12.963], "total_energy_ev": -15049.0056, "charge": 1, "species": ["C", "C", "C", "C", "C", "C", "N", "N", "N", "N", "F", "H", "H", "H", "H", "H", "H", "H", "H", "H", "H"], "coordinates": [[-1.351, 1.673, 0.464], [-0.977, 1.021, 1.597], [-0.167, -0.164, 1.464], [0.194, 0.279, -0.785], [-1.068, 2.272, -1.865], [0.679, -2.697, 2.021], [0.340, -0.450, 0.312], [-0.703, 1.344, -0.719], [0.874, -0.112, -1.859], [0.202, -1.559, 2.832], [-1.580, 1.256, 2.709], [-1.901, 2.578, 0.360], [-2.111, 2.656, -1.645], [-0.477, 3.216, -1.991], [-1.160, 1.859, -2.907], [1.699, -2.559, 1.608], [0.019, -3.004, 1.130], [0.590, -3.488, 2.787], [1.238, -1.000, -1.886], [0.669, 0.307, -2.807], [0.901, -1.025, 3.328]]}

# 3
{"formula": "C32H37F3IN7Si2Tl", "method": "ωB97M-V/def2-TZVPD", "fmax_ev_per_a": 0.53, "relative_energy_kj_mol": 0.00, "e_homo_ev": -11.348, "total_energy_ev": -80913.6149, "charge": 1, "species": ["Tl", "C", "C", "C", "C", "N", "C", "C", "C", "C", "C", "C", "N", "C", "C", "C", "C", "C", "N", "H", "H", "H", "H", "H", "H", "H", "H", "H", "H", "H", "F", "C", "F", "F", "N", "C", "C", "C", "C", "N", "C", "C", "H", "H", "H", "H", "C", "Si", "C", "C", "C", "Si", "C", "C", "C", "H", "H", "H", "H", "H", "H", "H", "H", "H", "H", "H", "H", "H", "H", "H", "H", "H", "H", "H", "I", "C", "C", "N", "N", "C", "H", "H", "H"], "coordinates": [[-0.255, 0.812, -0.072], [-5.042, -0.335, 0.033], [-5.121, -1.005, 1.241], [-4.107, -0.836, 2.170], [-3.034, -0.011, 1.852], [-2.917, 0.567, 0.653], [-3.913, 0.428, -0.218], [-2.015, 0.372, 2.878], [-2.338, 0.285, 4.227], [-1.446, 0.776, 5.162], [-0.265, 1.344, 4.727], [0.006, 1.370, 3.365], [-0.853, 0.889, 2.463], [1.270, 1.985, 2.859], [2.354, 2.216, 3.699], [3.458, 2.886, 3.200], [3.441, 3.320, 1.885], [2.341, 3.005, 1.108], [1.289, 2.331, 1.571], [-5.827, -0.407, -0.706], [-5.965, -1.643, 1.466], [-4.152, -1.342, 3.124], [-3.796, 0.951, -1.159], [-3.291, -0.112, 4.540], [-1.685, 0.745, 6.216], [0.421, 1.781, 5.436], [2.345, 1.873, 4.722], [4.316, 3.070, 3.832], [4.270, 3.868, 1.461], [2.300, 3.290, 0.065], [-0.056, 3.699, -0.895], [-0.995, 2.841, -0.420], [-1.496, 3.398, 0.691], [-1.996, 2.845, -1.342], [0.368, 0.790, -8.361], [0.406, 0.948, -7.225], [0.453, 1.140, -5.798], [1.041, 0.182, -4.980], [1.049, 0.415, -3.617], [0.527, 1.503, -3.047], [-0.019, 2.423, -3.847], [-0.084, 2.285, -5.224], [1.474, -0.717, -5.395], [1.504, -0.301, -2.941], [-0.435, 3.297, -3.365], [-0.541, 3.051, -5.833], [-0.010, -3.177, -2.620], [-1.090, -2.113, -1.517], [-2.383, -3.230, -0.764], [-2.053, -0.919, -2.619], [0.066, -1.287, -0.241], [0.515, -2.280, 1.316], [1.646, -3.646, 0.711], [-0.944, -3.028, 2.218], [1.462, -1.334, 2.639], [-0.603, -3.603, -3.434], [0.414, -4.011, -2.059], [0.824, -2.633, -3.067], [-3.059, -3.540, -1.565], [-2.985, -2.730, -0.001], [-1.958, -4.134, -0.328], [-1.918, -1.198, -3.667], [-1.786, 0.135, -2.534], [-3.118, -1.010, -2.401], [1.028, -1.274, -0.772], [1.131, -4.328, 0.032], [2.027, -4.243, 1.542], [2.506, -3.236, 0.174], [-1.274, -3.970, 1.783], [-1.804, -2.359, 2.252], [-0.641, -3.231, 3.249], [2.057, -0.489, 2.290], [2.146, -2.042, 3.114], [0.786, -0.967, 3.414], [6.518, 0.515, 0.622], [4.740, 0.840, -0.350], [4.496, 1.700, -1.396], [3.182, 1.595, -1.670], [2.550, 0.732, -0.865], [3.494, 0.259, -0.064], [5.151, 2.349, -1.953], [2.640, 2.089, -2.363], [3.260, -0.474, 0.690]]}